Entry 1:
45
Properties=species:S:1:pos:R:3:forces:R:3 method="wB97M-V/def2-TZVPD" homo_lumo_gap_ev=8.54 lumo_ev=-4.30 total_charge=+1 spin_multiplicity=1 max_force_ev_per_a=5.82 e_tot_ha=-1248.3158 smiles="CCCOC[C@@]1(F)OCC[N@@H+](C(=O)NC(=O)F)[C@H]1N(C)C(C)=O"
F -3.12556 0.66264 -4.36577 -1.153 -0.601 3.624
F 0.46080 -2.51257 -1.26930 -1.538 1.705 2.192
O -3.55722 2.14290 -2.67946 -0.021 -5.704 -1.143
O -1.62880 2.66754 0.14478 3.422 -3.743 1.019
O -0.60264 -2.62442 0.76867 -0.054 1.550 -0.560
O -4.06327 0.91982 -0.05223 3.223 -4.071 -2.381
O 2.26877 -0.50730 -0.47231 -1.569 0.850 1.425
N -0.42723 0.81506 -0.61143 -1.118 0.145 0.894
N -2.34633 -0.81596 -0.16791 -1.502 -0.901 -0.022
N -3.81534 -0.19353 -2.13600 2.832 0.377 0.207
C -0.36182 1.71075 1.99455 -0.322 -0.136 -0.215
C -3.45439 0.07375 -0.72151 -3.806 4.084 0.527
C -1.27225 -1.97368 1.87838 -0.758 -0.592 0.396
C -3.52086 0.94959 -3.00875 0.300 5.067 -0.376
C 1.39474 -1.11900 0.49485 0.485 -1.616 0.341
C -0.97696 -0.52159 -0.69313 2.762 -1.093 -2.431
C 2.80847 0.76175 -0.03273 2.051 1.178 -0.482
C 4.74056 -0.88833 0.89353 1.008 0.583 0.216
C -0.09812 1.46645 -1.91276 1.563 0.410 -1.437
C -2.45206 -1.03163 1.32109 -1.180 -0.068 2.152
C 4.38502 0.59083 0.36104 -0.497 -0.011 0.409
C -0.83587 1.71357 0.45366 -3.256 4.222 0.161
C 0.02614 -1.70084 -0.14176 1.808 -0.284 -0.071
H -0.04918 2.61420 -1.86777 -0.471 -1.926 0.297
H -0.76463 1.15834 -2.78893 0.624 0.452 1.375
H 5.01629 -1.60639 0.03728 -0.812 1.059 1.374
H -1.79498 -2.81670 2.47718 1.046 1.361 -1.114
H 3.92951 -1.30412 1.58573 1.101 0.496 -1.158
H 2.25558 1.26141 0.83216 0.483 -1.104 -1.070
H 1.95845 -2.05757 0.88472 -1.196 1.300 -0.615
H 5.69297 -0.79617 1.54659 -1.533 -0.192 -1.076
H -1.11808 2.32852 2.61632 1.185 -0.959 -1.404
H 0.97718 1.12850 -2.18629 -1.807 0.407 0.376
H 0.66386 2.24208 2.08325 -1.638 -1.169 -0.207
H -2.56487 -0.03175 1.87626 0.378 -1.417 -1.127
H -0.54964 -1.47557 2.60881 -0.953 -0.379 -1.258
H -0.36087 0.65899 2.43882 0.439 1.467 -0.594
H 2.80204 1.53013 -0.90207 -0.337 -1.435 1.238
H -1.04441 -0.76670 -1.83041 0.187 0.434 1.899
H -3.45497 -1.58627 1.48555 1.626 1.001 -0.382
H 5.06292 0.89548 -0.52577 -1.178 -0.627 1.486
H 1.17222 -0.49119 1.42280 0.267 -0.509 -1.490
H -2.59721 -1.75284 -0.57537 0.643 0.636 0.441
H 4.56470 1.33560 1.21706 -0.084 -1.010 -1.315
H -3.34268 -1.05381 -2.48140 -0.652 0.763 -0.121

Entry 2:
55
Properties=species:S:1:pos:R:3:forces:R:3 method="wB97M-V/def2-TZVPD" homo_lumo_gap_ev=8.57 lumo_ev=-0.21 total_charge=0 spin_multiplicity=1 max_force_ev_per_a=1.31 e_tot_ha=-2497.3760
S -3.96204 12.14739 5.38514 0.458 -0.062 0.221
Na -1.59588 13.80191 7.60434 -0.420 -0.172 -0.221
F -3.96494 10.39613 7.37692 0.036 0.009 0.081
F -5.65655 11.73917 7.37382 -0.223 0.077 0.147
F -5.54436 10.13228 5.92084 -0.100 -0.057 0.144
O -0.08498 9.33485 6.84922 0.020 -0.109 0.061
O 2.14199 12.49584 7.03694 0.557 0.093 0.031
O 0.42544 17.05875 9.31195 0.061 0.006 -0.071
O 0.15030 17.70815 7.20379 -0.116 -0.006 0.211
O -5.01484 12.59014 4.52292 -0.213 0.144 -0.197
O -0.65886 11.48071 7.28500 -0.021 -0.010 0.023
O -0.10597 9.97790 8.88238 0.140 -0.041 0.148
O -2.72725 13.29438 9.84942 0.583 -0.037 0.049
O 0.72043 14.19053 6.59456 0.115 0.112 0.421
O -4.30967 14.74469 10.34067 -0.434 0.214 -0.432
O -3.39892 13.17395 6.25582 0.239 0.253 0.289
O -2.95529 11.28341 4.80405 -0.085 -0.048 -0.080
O -3.62521 13.38123 11.92384 -0.014 0.127 -0.072
O -1.32940 16.30092 8.13646 -0.276 0.110 0.146
O 1.49602 12.80153 5.00504 -0.023 -0.633 0.159
C -0.32635 9.52798 5.45629 -0.358 0.107 -0.728
C -0.33016 10.36510 7.62721 0.124 0.130 0.051
C 1.65302 17.72814 8.99374 -0.227 0.047 -0.328
C 1.40948 13.25605 6.24244 -0.861 -0.233 -0.297
C 0.39681 13.13255 4.14964 -0.109 1.125 -0.659
C -2.59034 12.55649 12.43133 0.601 0.009 0.726
C -0.36430 16.99598 8.22139 0.651 -0.725 -0.469
C -4.83454 11.05122 6.58401 0.348 -0.108 -0.384
C 2.35623 13.01736 8.34058 -0.098 0.547 0.372
C -5.50173 14.95373 11.10856 -0.147 0.225 -0.034
C -3.49899 13.75928 10.64725 -0.047 0.031 0.046
C -0.46099 10.90733 9.89862 -0.417 -0.292 0.305
C 1.40968 18.27480 7.57916 -0.306 0.449 0.127
H 2.47630 17.01632 8.98578 -0.063 -0.066 0.303
H 0.77758 13.16224 3.13202 0.143 -0.203 0.052
H -2.75238 12.48556 13.50604 -0.366 -0.236 -0.122
H -0.05442 8.60993 4.94470 0.120 -0.113 0.247
H 1.41953 13.23878 8.85555 -0.037 -0.241 -0.109
H 2.15204 17.98168 6.84258 0.045 -0.121 0.068
H -1.37816 9.74118 5.26499 0.066 0.118 0.139
H -6.05978 14.02330 11.18804 0.045 0.002 0.180
H -2.57377 11.57560 11.96699 -0.064 0.000 -0.044
H 0.06646 14.14134 4.39574 -0.182 -0.118 -0.039
H -1.61404 13.04362 12.35442 -0.096 -0.035 -0.477
H -6.09525 15.66546 10.54187 0.094 -0.011 -0.090
H 2.93126 12.28333 8.89222 0.009 -0.100 -0.069
H -0.44161 12.44284 4.20450 0.106 -0.241 0.402
H 0.12455 10.67081 10.78412 0.285 0.034 -0.166
H -5.27731 15.38697 12.08112 0.049 -0.198 0.065
H 2.90038 13.96445 8.28931 0.115 -0.146 -0.069
H -0.30908 11.92799 9.56508 -0.038 0.037 0.132
H 1.78892 18.50599 9.73766 0.250 0.011 -0.005
H 1.31149 19.36075 7.57347 0.000 -0.037 -0.051
H 0.27799 10.34118 5.06458 0.098 0.100 0.091
H -1.50521 10.73779 10.16882 -0.015 0.282 -0.227

Entry 3:
43
Properties=species:S:1:pos:R:3:forces:R:3 method="wB97M-V/def2-TZVPD" homo_lumo_gap_ev=8.68 lumo_ev=0.00 total_charge=0 spin_multiplicity=1 max_force_ev_per_a=1.43 e_tot_ha=-1718.9856
I -2.57223 -4.69374 0.63015 -0.737 0.360 0.041
I 0.48568 -3.69189 -0.57889 0.202 0.349 -0.169
P -3.32532 -3.36334 -2.19027 0.080 -1.339 -0.493
N 6.10126 1.08525 -0.09614 0.670 -0.431 0.464
N 0.69285 -1.66117 4.29975 -0.027 -0.691 -0.430
N -5.41934 -0.86742 -1.42949 -0.111 1.033 0.080
N 3.95216 5.22235 -3.01351 0.619 -0.339 -0.533
N 1.20905 0.68956 0.12367 -0.424 0.580 -0.586
C 5.24132 1.61232 -0.62900 -0.772 0.430 -0.461
C 0.55035 0.38309 5.90168 0.004 -0.090 -0.070
C -0.91523 -1.42918 -1.92518 0.565 0.063 0.311
C 0.63042 -0.76480 5.00187 -0.081 0.737 0.619
C -1.13736 -2.26694 -0.67916 -0.528 -0.255 -0.287
C 2.37654 -0.91634 1.80450 0.093 0.022 -0.245
C -5.13272 -3.25911 -1.80352 -0.115 0.715 0.686
C 1.72140 -0.01085 0.86557 0.487 -0.632 0.595
C 2.13142 6.19740 -1.43234 0.077 -0.051 -0.074
C 4.13630 2.28118 -1.31155 0.133 -0.086 -0.017
C 3.15458 5.64984 -2.31977 -0.687 0.401 0.564
C -2.56595 -2.87897 -0.57058 0.809 -0.134 -0.221
C -5.52258 -2.03127 -0.98371 0.244 -1.124 -0.649
H -5.68044 -3.18698 -2.73286 0.007 -0.098 -0.477
H 1.65890 -1.64100 2.17173 -0.031 -0.054 0.052
H -1.60800 -0.59838 -1.98375 -0.394 0.039 -0.091
H 3.18861 -1.43926 1.30235 0.012 0.038 -0.042
H 3.46590 1.53887 -1.73919 -0.047 -0.002 0.037
H -0.36723 0.93495 5.71092 -0.011 0.015 0.005
H -1.02071 -1.60989 0.16499 0.316 -0.033 0.521
H 2.44800 6.09127 -0.39707 -0.008 0.007 0.019
H 3.58133 2.88847 -0.60020 -0.042 -0.008 0.004
H 4.51780 2.92014 -2.10436 0.013 0.025 0.005
H -5.47368 -4.16426 -1.31814 0.173 -0.304 0.143
H -5.04532 -0.89938 -2.37852 0.056 0.154 -0.110
H 1.19545 5.66240 -1.57716 -0.017 -0.003 0.009
H 0.07066 -0.99535 -1.84321 0.281 0.259 0.017
H 2.78073 -0.35699 2.64431 -0.010 0.019 0.019
H 0.55464 0.04075 6.93395 0.001 0.006 0.019
H -5.90316 -2.19293 0.01318 -0.117 0.025 0.390
H -0.89856 -2.02151 -2.82617 -0.272 -0.175 -0.341
H -3.17122 -2.26739 -3.08038 -0.244 0.374 0.636
H -3.16767 -2.18831 0.00454 -0.162 0.167 0.042
H 1.40300 1.03864 5.73848 0.006 0.017 0.010
H 1.97971 7.25138 -1.65363 -0.009 0.016 0.007

Entry 4:
41
Properties=species:S:1:pos:R:3:forces:R:3 method="wB97M-V/def2-TZVPD" homo_lumo_gap_ev=9.81 lumo_ev=0.65 total_charge=0 spin_multiplicity=1 max_force_ev_per_a=0.89 e_tot_ha=-919.0830 relative_energy_kj_mol=12.23 smiles="O=C(O)CCC(=O)NNC(=O)CCC1CCCCC1"
O -3.46767 0.62577 0.32608 0.152 0.298 0.006
O -0.76338 -3.22109 -0.09190 -0.044 -0.330 -0.207
O -6.21166 0.89832 1.19472 -0.166 -0.432 0.498
O -5.88382 2.51255 -0.30825 -0.014 0.114 -0.057
N -2.80444 -1.49777 0.09126 0.651 -0.516 -0.016
N -1.51156 -1.20710 0.52818 -0.696 0.557 0.054
C 1.41083 -0.71882 -0.35384 0.329 -0.138 0.182
C 0.84163 -1.61124 0.75642 -0.016 0.033 -0.280
C 2.85077 -0.26611 -0.08839 -0.418 0.309 -0.208
C 4.94714 1.81182 0.06962 0.198 -0.265 0.069
C -5.07964 -0.97539 -0.50478 -0.110 0.282 0.017
C 2.94227 0.70148 1.09288 0.279 -0.337 0.079
C 3.42332 0.40680 -1.33876 0.274 -0.298 0.137
C -3.72393 -0.51610 -0.00498 0.141 -0.594 -0.035
C 4.86456 0.85334 -1.11336 -0.165 0.285 -0.097
C -5.94744 1.34570 -0.04042 -0.133 0.374 -0.402
C -5.85505 0.22092 -1.05128 0.190 -0.027 0.232
C -0.52292 -2.11564 0.35239 0.004 0.218 0.329
C 4.38353 1.14926 1.32182 -0.160 0.288 -0.031
H -1.39274 -0.23554 0.78534 0.035 -0.167 -0.038
H 5.24588 1.33771 -2.01459 0.072 -0.061 -0.019
H 0.76474 -1.05822 1.69238 0.025 -0.024 0.064
H -6.23700 1.64509 1.81190 0.032 0.063 -0.271
H -6.87396 -0.07957 -1.30399 0.019 0.013 -0.019
H 3.45740 -1.15037 0.13684 0.034 -0.050 0.008
H -5.37744 0.62066 -1.94596 -0.095 0.047 0.084
H 0.77633 0.16175 -0.48122 -0.017 0.053 -0.080
H 5.48794 -0.02159 -0.91476 0.071 -0.048 -0.031
H 2.81064 1.27591 -1.59009 -0.094 0.053 -0.052
H 4.99493 0.28058 1.57739 0.051 -0.034 0.067
H 1.49276 -2.47363 0.90154 -0.098 -0.011 0.055
H -4.96512 -1.74194 -1.27147 -0.001 -0.045 0.043
H 1.38816 -1.28204 -1.28989 -0.061 0.027 -0.052
H -2.89698 -2.45344 -0.23021 -0.065 0.184 0.008
H 2.56831 0.22561 2.00114 -0.098 0.044 0.043
H 2.32036 1.57664 0.88911 -0.116 0.054 -0.007
H 3.38059 -0.28628 -2.18183 -0.086 0.011 -0.055
H -5.61798 -1.40507 0.34286 0.051 -0.062 -0.054
H 5.98413 2.10854 0.23888 -0.009 0.092 -0.010
H 4.42384 1.84482 2.16273 0.052 -0.056 0.056
H 4.37264 2.71373 -0.15353 0.000 0.095 -0.011